Density functional theory data (wB97M-V/def2-TZVPD) for C7H15N2ORuS4Sb as an isolated structure.

- ⟨S²⟩: 8.79
- Multiplicity: 6
- Energy: -64982.684 eV
- Net charge: +1
- Orbital gap (spin up / spin down): 7.191 / 6.350 eV
- Molar mass: 494.3 Da

Atoms and positions in Å:
1 Ru -0.26 0.58 -0.31
2 S 2.47 1.29 4.59
3 Sb 1.84 -0.99 4.50
4 S -0.01 0.33 1.91
5 S 1.78 -0.72 2.12
6 C 2.13 3.47 -4.03
7 C 1.09 3.35 -2.93
8 N 0.83 1.96 -2.51
9 C 1.71 1.20 -1.80
10 S 1.42 -0.50 -1.69
11 N 2.76 1.80 -1.25
12 C 3.81 1.14 -0.48
13 C 5.01 0.79 -1.35
14 H 2.25 4.51 -4.30
15 H 1.81 2.92 -4.92
16 H 3.10 3.08 -3.73
17 H 0.13 3.74 -3.26
18 H 1.35 3.93 -2.04
19 H 0.24 1.42 -3.12
20 H 2.91 2.77 -1.48
21 H 3.38 0.25 -0.03
22 H 4.09 1.81 0.33
23 H 4.72 0.08 -2.13
24 H 5.79 0.33 -0.74
25 H 5.43 1.67 -1.82
26 C -3.30 0.93 0.85
27 C -2.17 0.97 -0.11
28 O -2.20 1.17 -1.31
29 H -4.23 1.25 0.38
30 H -3.06 1.55 1.71
31 H -3.39 -0.10 1.21